1.
149
Properties=species:S:1:pos:R:3:forces:R:3:lowdin_charge:R:1 method="wB97M-V/def2-TZVPD" homo_energy_ev=-2.1 gap_ev=5.83 total_charge=-2
Bi -0.081 -0.513 0.538 -0.6 0.7 -0.9 1.493
C 3.300 2.732 4.888 0.0 -0.2 0.1 -0.075
C 2.877 1.445 5.599 0.0 0.4 0.1 -0.218
N 2.797 0.317 4.696 -0.1 0.1 0.0 -0.140
C 3.779 -0.729 4.791 0.3 -0.2 -0.1 -0.256
C 5.121 -0.334 4.182 -0.2 -0.1 0.1 -0.071
C 1.764 0.289 3.813 -0.3 -0.4 -0.2 -0.700
S 1.644 -1.005 2.701 0.4 -0.4 0.4 0.625
N 0.861 1.217 3.988 0.1 0.3 0.7 0.093
C 0.056 1.783 3.098 0.4 0.0 -0.1 -0.475
O 0.237 1.846 1.875 -0.2 0.1 0.1 -0.057
C -1.074 2.498 3.761 -0.3 0.1 -0.1 -0.116
C -2.323 2.511 3.155 0.0 0.0 0.0 -0.010
C -3.370 3.195 3.748 -0.1 0.0 0.0 -0.099
C -3.182 3.854 4.950 -0.2 0.1 0.1 -0.110
C -1.942 3.827 5.567 0.0 0.1 0.1 -0.099
C -0.889 3.152 4.974 0.0 0.0 0.0 -0.032
H 3.370 3.559 5.595 0.0 0.1 0.0 0.067
H 2.560 2.973 4.129 0.0 0.1 0.0 0.062
H 4.260 2.606 4.393 0.2 0.0 0.0 0.061
H 1.882 1.598 6.034 0.2 0.0 0.1 0.105
H 3.584 1.194 6.396 0.0 0.0 -0.1 0.112
H 3.377 -1.588 4.251 0.1 0.0 0.2 0.056
H 3.913 -0.996 5.847 -0.1 0.0 0.0 0.115
H 4.965 -0.018 3.155 0.1 0.0 -0.2 0.057
H 5.797 -1.186 4.190 0.1 -0.1 0.0 0.068
H 5.577 0.486 4.733 0.1 0.1 0.0 0.063
H -2.457 1.975 2.228 0.0 0.0 -0.2 0.089
H -4.336 3.211 3.264 -0.1 0.0 0.0 0.098
H -4.005 4.382 5.417 0.0 0.0 0.0 0.092
H -1.797 4.334 6.513 0.0 0.0 0.0 0.091
H 0.083 3.128 5.445 0.1 0.0 0.0 0.095
S -1.291 -2.110 2.101 -0.7 -0.2 0.7 0.528
C -3.028 -2.067 1.853 1.0 -1.7 1.0 -0.793
N -3.707 -2.882 2.603 1.0 0.2 0.2 0.003
N -5.081 -2.750 2.643 -0.6 -0.4 -0.8 -0.027
C -5.733 -1.664 3.158 -0.1 0.2 0.2 -0.270
C -7.127 -1.704 3.295 0.1 -0.1 -0.1 -0.057
C -7.810 -0.634 3.831 -0.1 0.0 0.1 -0.130
C -7.130 0.491 4.267 -0.1 0.2 0.1 -0.131
C -5.748 0.534 4.147 -0.2 0.1 0.1 -0.095
C -5.054 -0.515 3.586 0.2 -0.2 -0.1 -0.027
N -3.657 -1.238 0.992 -1.4 2.0 -2.9 0.061
N -3.126 -1.020 -0.138 0.4 -1.9 2.9 0.075
C -3.861 -0.293 -1.044 -1.1 1.0 -1.1 -0.268
C -3.346 -0.242 -2.343 0.0 -0.2 0.4 -0.008
C -4.024 0.445 -3.330 -0.3 0.1 -0.2 -0.080
C -5.230 1.067 -3.043 0.0 -0.1 -0.1 -0.101
C -5.745 1.020 -1.754 -0.1 0.0 0.0 -0.097
C -5.069 0.355 -0.753 0.3 -0.2 0.1 -0.007
H -5.542 -3.646 2.731 0.2 0.3 0.1 0.128
H -7.665 -2.588 2.979 0.0 -0.1 -0.1 0.097
H -8.888 -0.678 3.922 -0.1 0.0 0.0 0.089
H -7.669 1.318 4.707 0.0 0.1 0.0 0.084
H -5.205 1.393 4.508 0.1 0.1 0.0 0.080
H -3.980 -0.469 3.501 0.1 0.1 0.0 0.096
H -2.418 -0.752 -2.538 0.3 0.0 0.1 0.081
H -3.620 0.493 -4.332 0.1 0.0 0.0 0.098
H -5.769 1.601 -3.816 0.0 0.0 0.0 0.096
H -6.681 1.514 -1.531 0.0 0.1 0.0 0.098
H -5.443 0.319 0.259 -0.1 0.0 0.1 0.105
Te 3.240 -3.519 -2.693 0.3 0.4 0.8 1.241
C 4.907 -4.031 -1.481 0.1 -0.1 -0.2 -0.534
C 5.442 -5.316 -1.541 -0.2 0.2 -0.2 -0.155
C 6.553 -5.624 -0.785 0.1 -0.2 0.0 -0.194
N 7.172 -4.758 0.005 0.3 -0.2 0.3 0.035
C 6.653 -3.537 0.074 0.1 0.1 0.0 -0.180
C 5.536 -3.130 -0.628 -0.1 0.1 -0.2 -0.129
C 2.519 -2.011 -1.318 -0.9 -1.0 -0.8 -0.886
P 1.857 -0.544 -2.178 1.1 0.0 -0.5 0.849
C 2.379 0.786 -1.010 0.1 0.0 0.0 -0.441
C 2.094 2.098 -1.379 0.0 0.1 0.1 -0.111
C 2.467 3.151 -0.569 0.0 0.2 -0.2 -0.082
C 3.126 2.908 0.627 0.2 -0.1 0.2 -0.098
C 3.410 1.608 1.001 0.1 0.3 0.2 -0.102
C 3.043 0.554 0.186 0.0 -0.2 -0.2 -0.181
C 3.251 -0.222 -3.352 -0.1 0.1 -0.1 -0.420
C 4.520 0.184 -2.949 0.0 0.0 -0.1 -0.089
C 5.485 0.503 -3.886 0.2 0.0 0.1 -0.094
C 5.201 0.430 -5.240 0.1 0.0 -0.2 -0.116
C 3.947 0.011 -5.653 0.1 0.0 -0.2 -0.109
C 2.986 -0.315 -4.715 -0.1 0.0 0.1 -0.158
P 1.195 -2.727 -0.341 1.2 -1.1 -0.4 0.739
C -0.082 -3.788 -1.138 0.1 0.2 0.2 -0.391
C -0.279 -3.838 -2.510 0.0 0.1 0.0 -0.135
C -1.341 -4.548 -3.037 0.0 -0.1 -0.1 -0.094
C -2.227 -5.198 -2.194 -0.2 -0.1 0.0 -0.111
C -2.043 -5.143 -0.822 -0.2 -0.1 0.0 -0.092
C -0.970 -4.451 -0.294 0.2 0.1 -0.1 -0.140
C 2.179 -4.029 0.497 -0.2 0.1 0.2 -0.363
C 2.066 -5.382 0.192 -0.2 -0.1 0.0 -0.108
C 2.934 -6.301 0.752 0.1 -0.2 0.0 -0.100
C 3.923 -5.884 1.625 0.1 -0.1 0.1 -0.109
C 4.032 -4.542 1.947 0.1 0.0 0.1 -0.096
C 3.174 -3.622 1.378 -0.1 -0.1 0.1 -0.144
H 4.978 -6.063 -2.169 0.0 -0.2 0.0 0.084
H 6.980 -6.622 -0.809 0.0 -0.1 -0.1 0.092
H 7.180 -2.851 0.729 -0.1 0.1 0.0 0.096
H 5.143 -2.131 -0.517 -0.1 0.2 0.0 0.081
H 1.567 2.275 -2.307 0.0 0.1 -0.1 0.091
H 2.249 4.170 -0.865 -0.1 0.0 0.0 0.098
H 3.415 3.728 1.273 0.0 0.1 0.0 0.094
H 3.911 1.416 1.940 0.0 0.0 0.1 0.075
H 3.267 -0.466 0.468 0.1 0.0 0.0 0.047
H 4.748 0.257 -1.896 0.0 0.0 0.1 0.101
H 6.468 0.821 -3.562 0.0 0.0 0.0 0.094
H 5.952 0.701 -5.971 0.0 0.0 0.0 0.088
H 3.719 -0.052 -6.710 0.0 0.0 -0.1 0.091
H 2.006 -0.640 -5.040 -0.1 0.0 0.0 0.061
H 0.368 -3.271 -3.169 0.0 0.0 0.0 0.059
H -1.489 -4.585 -4.108 0.0 0.0 0.0 0.094
H -3.072 -5.735 -2.606 0.0 0.0 0.0 0.088
H -2.752 -5.621 -0.158 0.0 0.0 0.0 0.096
H -0.836 -4.395 0.777 0.0 -0.1 0.0 0.063
H 1.303 -5.727 -0.493 0.0 0.1 0.0 0.097
H 2.849 -7.349 0.497 0.0 0.0 0.0 0.095
H 4.616 -6.600 2.044 0.0 -0.1 0.1 0.095
H 4.803 -4.211 2.629 0.1 0.0 0.0 0.100
H 3.264 -2.574 1.620 0.1 0.0 0.0 0.024
F -0.651 -1.350 -1.435 -0.2 0.4 0.4 -0.622
Cl -1.467 5.946 -4.515 0.2 0.2 0.0 0.731
C -0.831 4.492 -5.216 0.0 0.0 0.0 -0.583
C -0.276 4.570 -6.482 0.0 -0.1 -0.1 -0.133
C 0.338 3.459 -7.032 0.0 0.1 0.0 -0.105
C 0.373 2.269 -6.320 0.0 0.0 0.1 -0.108
C -0.230 2.184 -5.077 -0.3 0.1 -0.1 -0.537
Cl -0.254 0.689 -4.210 -0.1 0.3 -0.3 0.796
C -0.852 3.301 -4.477 0.2 0.0 -0.5 -0.297
N -1.366 3.202 -3.213 0.4 -0.1 0.5 0.091
C -2.615 3.633 -2.805 -0.4 0.1 0.0 -0.231
C -3.611 3.956 -3.725 0.0 -0.2 0.0 -0.094
C -4.861 4.362 -3.298 0.0 0.1 0.0 -0.120
C -5.143 4.424 -1.945 -0.2 0.1 0.0 -0.119
C -4.164 4.082 -1.026 0.0 0.1 -0.1 -0.041
C -2.892 3.710 -1.427 -0.1 0.0 -0.1 -0.140
C -1.848 3.393 -0.406 0.3 -0.5 0.2 -0.022
C -1.473 1.895 -0.413 -0.3 1.3 0.1 -0.688
O -2.021 1.151 0.422 -0.3 -0.4 0.4 -0.160
O -0.619 1.533 -1.237 0.3 -0.3 -0.3 -0.137
H -0.313 5.510 -7.014 0.0 0.1 0.0 0.093
H 0.795 3.524 -8.009 0.0 0.0 0.0 0.095
H 0.854 1.395 -6.728 0.0 -0.1 0.0 0.097
H -0.919 2.511 -2.578 -0.1 0.1 -0.1 0.071
H -3.407 3.842 -4.782 0.0 0.1 0.0 0.106
H -5.619 4.619 -4.028 0.0 0.0 0.0 0.096
H -6.122 4.726 -1.597 -0.1 0.0 0.0 0.091
H -4.384 4.119 0.033 0.0 0.0 0.1 0.111
H -2.195 3.641 0.596 0.0 0.1 -0.1 0.107
H -0.916 3.928 -0.605 0.0 0.1 0.0 0.130


2.
81
Properties=species:S:1:pos:R:3:forces:R:3:lowdin_spin:R:1 method="wB97M-V/def2-TZVPD" homo_energy_ev="-10.2 / -10.2" gap_ev="7.47 / 7.49" s_squared=1.055 total_charge=+1 multiplicity=2
Co -0.433 0.266 0.535 -0.3 0.0 1.1 0.955
C 2.993 -0.186 4.560 -0.1 0.0 0.0 0.000
N 1.609 -0.322 4.109 0.0 -0.1 0.0 0.001
C 0.845 -1.419 4.700 0.1 0.0 0.0 0.000
C 1.101 0.364 3.083 -0.1 0.2 0.1 0.001
O -0.035 0.159 2.637 0.5 -0.2 -0.3 0.002
C 1.952 1.500 2.504 -0.1 0.0 -0.1 0.000
O 1.382 2.009 1.329 0.1 0.1 -0.1 -0.001
C 0.750 3.266 1.349 0.0 -0.1 0.0 0.000
C -0.760 3.114 1.184 -0.2 0.1 0.0 -0.002
O -1.288 1.996 1.189 0.1 -0.1 -0.2 -0.001
N -1.486 4.225 1.093 -0.1 0.1 0.0 -0.001
C -0.909 5.549 0.896 0.0 -0.1 0.0 0.000
C -2.926 4.127 0.858 0.1 0.1 0.0 0.000
H 3.029 -0.347 5.635 0.0 0.0 0.0 0.000
H 3.637 -0.925 4.080 0.0 0.0 0.0 0.000
H 3.385 0.806 4.363 0.0 0.0 0.0 0.000
H 0.959 -1.383 5.783 0.0 0.0 0.0 0.000
H -0.201 -1.313 4.443 0.0 0.0 0.0 0.000
H 1.209 -2.383 4.338 0.0 0.0 0.0 0.000
H 2.053 2.276 3.267 0.0 0.0 0.0 0.000
H 2.948 1.139 2.254 0.1 0.0 0.0 0.000
H 0.953 3.806 2.278 0.0 0.0 0.0 0.000
H 1.153 3.846 0.520 0.0 0.0 0.0 0.000
H 0.091 5.624 1.312 0.0 0.0 0.0 0.000
H -0.872 5.793 -0.167 0.0 0.0 0.0 0.000
H -1.534 6.283 1.401 0.0 0.0 0.0 0.000
H -3.272 3.137 1.125 0.0 0.0 0.0 0.000
H -3.433 4.873 1.469 0.0 0.0 0.0 0.000
H -3.143 4.304 -0.196 0.0 0.0 0.0 0.000
S -2.204 -6.418 1.882 0.1 -0.1 -0.1 0.000
C -3.511 -6.531 2.970 0.0 -0.1 0.0 0.000
C -3.895 -5.308 3.421 0.0 0.2 0.0 0.000
C -3.110 -4.259 2.867 -0.2 0.1 0.2 0.000
C -2.146 -4.703 2.008 0.1 0.1 -0.1 0.000
C -1.172 -3.914 1.235 -0.2 0.0 0.2 0.000
C -1.123 -2.514 1.380 0.1 0.1 0.1 0.002
N -0.288 -1.751 0.712 -0.2 -0.1 -0.4 0.013
C 0.566 -2.319 -0.162 0.0 0.2 0.1 0.003
C 0.614 -3.690 -0.372 0.1 -0.2 -0.1 0.001
C 1.559 -4.213 -1.325 -0.1 -0.1 0.0 0.001
C 2.376 -3.393 -2.014 0.1 0.1 -0.1 0.000
C 2.327 -1.966 -1.823 0.1 -0.2 -0.1 0.001
C 3.129 -1.057 -2.524 0.1 -0.1 -0.1 -0.003
C 3.008 0.297 -2.308 0.1 0.2 -0.1 0.002
C 2.045 0.712 -1.364 0.0 0.1 0.0 0.001
N 1.298 -0.120 -0.677 0.1 0.1 0.1 0.033
C 1.428 -1.444 -0.901 -0.2 0.0 0.1 0.002
C 3.832 1.297 -3.011 -0.1 -0.2 0.1 0.000
C 3.864 2.649 -2.828 0.0 0.2 0.0 0.000
C 4.797 3.310 -3.675 -0.1 0.0 0.1 0.000
C 5.457 2.442 -4.487 0.1 0.0 -0.1 0.000
S 4.953 0.834 -4.231 0.0 -0.1 -0.1 0.000
C -0.287 -4.482 0.347 0.0 -0.2 -0.1 0.000
H -3.927 -7.496 3.218 0.0 0.1 0.0 0.000
H -4.710 -5.154 4.115 0.1 0.0 0.0 0.000
H -3.275 -3.215 3.103 0.0 -0.1 0.0 0.000
H -1.777 -2.004 2.076 0.0 0.0 -0.1 0.001
H 1.592 -5.285 -1.488 0.0 0.1 0.0 0.000
H 3.077 -3.797 -2.736 0.0 0.0 0.0 0.000
H 3.844 -1.434 -3.248 0.0 0.0 0.0 0.000
H 1.877 1.767 -1.177 0.0 -0.1 0.0 0.001
H 3.244 3.174 -2.112 0.0 0.0 0.0 0.000
H 4.964 4.378 -3.678 0.0 -0.1 0.0 0.000
H 6.212 2.662 -5.227 -0.1 0.0 0.1 0.000
H -0.290 -5.555 0.186 0.0 0.0 0.0 0.000
O -1.993 -1.938 -1.494 0.0 0.0 0.0 0.001
C -2.054 -0.759 -1.769 -0.2 0.2 -0.1 0.001
N -1.479 0.292 -1.064 0.0 0.2 -0.3 -0.014
C -1.677 1.478 -1.755 0.1 -0.2 -0.2 -0.002
O -1.158 2.553 -1.503 0.0 0.0 0.1 0.002
C -2.570 1.191 -2.924 0.0 0.1 0.1 -0.001
C -3.129 2.026 -3.867 0.0 0.1 -0.1 0.000
C -3.911 1.435 -4.858 0.0 0.0 0.0 0.000
C -4.105 0.055 -4.893 0.0 0.0 0.0 0.000
C -3.532 -0.774 -3.929 -0.1 0.0 -0.1 0.000
C -2.773 -0.171 -2.951 0.0 -0.1 0.1 0.000
H -2.966 3.097 -3.839 0.0 -0.1 0.0 0.000
H -4.373 2.055 -5.616 0.0 0.0 0.0 0.000
H -4.712 -0.375 -5.680 0.0 0.0 0.0 0.000
H -3.673 -1.848 -3.942 0.0 0.0 0.0 0.000


3.
30
Properties=species:S:1:pos:R:3:forces:R:3:nbo_charge:R:1 method="wB97M-V/def2-TZVPD" homo_energy_ev=-8.8 gap_ev=9.62 smiles=Cc1ccccc1.Cc1ccccc1
C -0.648 2.921 -0.704 1.4 -4.0 -0.5 -0.644
C -1.507 2.275 0.379 -0.4 -1.2 -0.6 -0.013
C -2.105 2.988 1.417 0.7 0.3 0.3 -0.226
C -2.903 2.345 2.387 1.1 -0.3 -1.1 -0.204
C -3.039 0.974 2.285 -0.3 -0.2 -0.4 -0.223
C -2.420 0.219 1.282 0.8 0.7 -0.3 -0.207
C -1.659 0.848 0.302 -1.1 2.6 0.9 -0.202
H -0.196 3.797 -0.288 0.5 0.6 -0.6 0.224
H -1.036 2.898 -1.726 -0.9 1.3 0.4 0.233
H 0.139 2.043 -1.045 -0.9 2.3 1.6 0.212
H -1.810 4.045 1.514 -0.5 -0.4 0.0 0.206
H -3.301 2.853 3.240 -0.3 0.4 0.1 0.215
H -3.735 0.458 2.914 0.0 -0.2 0.7 0.208
H -2.415 -0.845 1.360 -0.5 -0.6 -0.2 0.211
H -1.309 0.473 -0.631 0.5 -1.2 -0.1 0.210
C 1.117 -3.843 -1.397 -2.6 -2.2 0.9 -0.640
C 1.619 -2.509 -1.050 1.5 0.1 0.3 -0.033
C 1.485 -1.421 -1.888 -0.3 0.4 -0.6 -0.214
C 2.119 -0.218 -1.609 0.5 -0.4 1.1 -0.206
C 2.732 -0.043 -0.347 -1.2 -0.2 -1.7 -0.228
C 2.632 -1.068 0.591 0.7 0.7 0.2 -0.196
C 2.338 -2.355 0.154 -1.8 0.7 0.2 -0.209
H 1.547 -4.623 -0.758 0.3 0.2 -0.2 0.219
H 1.081 -4.230 -2.405 0.8 0.5 -0.6 0.227
H 0.013 -4.011 -1.155 1.0 0.8 0.1 0.219
H 0.871 -1.525 -2.780 0.2 0.0 0.0 0.207
H 2.123 0.595 -2.316 0.0 0.1 -0.2 0.212
H 3.188 0.923 -0.222 0.0 0.2 0.8 0.216
H 2.707 -0.779 1.648 0.8 -0.6 -0.4 0.218
H 2.371 -3.183 0.850 0.1 -0.1 0.0 0.209


4.
18
Properties=species:S:1:pos:R:3:forces:R:3:nbo_charge:R:1 method="wB97M-V/def2-TZVPD" homo_energy_ev="-7.9 / -7.9" gap_ev="7.72 / 7.72"
C 1.381 -1.919 0.742 0.0 0.1 -0.3 -0.708
C -0.858 -0.938 1.511 0.1 0.1 0.0 -0.691
C -1.049 2.101 -1.862 -0.1 0.0 -0.1 -0.431
C 0.555 -0.754 1.091 -1.2 1.3 -1.9 0.188
N -0.617 1.406 -0.659 -0.1 1.0 0.3 -0.439
N 0.016 0.281 -0.922 0.9 -2.6 2.2 -0.401
I 2.017 0.494 -1.798 0.4 0.3 -0.2 -0.083
H 2.242 -1.629 0.142 0.0 0.0 0.0 0.260
H 1.760 -2.363 1.668 0.0 0.0 0.1 0.244
H 0.803 -2.670 0.210 -0.1 -0.1 0.0 0.228
H -1.424 -0.013 1.400 0.0 0.0 0.0 0.242
H -0.905 -1.231 2.565 0.1 0.0 0.1 0.232
H -1.336 -1.715 0.919 0.0 -0.1 0.0 0.227
H -1.475 1.360 -2.540 0.0 0.1 0.1 0.216
H -1.795 2.852 -1.610 0.0 0.0 0.0 0.201
H -0.195 2.576 -2.367 -0.1 -0.1 0.1 0.196
H 1.070 0.108 1.498 0.1 0.1 -0.1 0.192
H -0.190 2.053 0.011 0.0 -0.2 -0.1 0.327


Computed relative energy (zero: lowest compared OMol25 entry of this formula, charge and spin), in the same sequence as the records: 1.1868, 0.7020, 1.8007, 1.8819 eV.